The following is a quantum chemistry calculation of the ion C3H4NO3 with charge -1 at a distorted geometry, from the Open Molecules 2025 dataset.

Each line ends with the Löwdin charge.
Cartesian coordinates (Å):
C1 0.39560 1.24224 -1.70873  -0.923
C2 -0.54937 -1.32076 1.08822  -0.120
C3 -0.30982 0.13328 0.88403  -0.173
N1 0.81160 0.70990 -0.43193  0.077
O1 1.04806 0.71152 -2.62289  -0.104
O2 -0.50385 2.05852 -1.73853  -0.062
O3 0.31452 -0.53298 1.98204  -0.106
H1 -1.45404 -1.54417 1.61466  0.082
H2 -0.01136 -2.08215 0.56878  0.091
H3 -1.15831 0.77758 1.16218  0.121
H4 1.41695 -0.15298 -0.79781  0.118

Calculated values
SMILES	O=C([O-])N[C@H]1CO1
total charge	-1
DFT total energy	-10807.04001	eV
gap between HOMO and LUMO	7.8	eV
molecular weight	102.07	g mol⁻¹
energy relative to the best compared isomer or geometry (same formula, charge and spin)	400.1	kJ/mol

The following is a quantum chemistry calculation of a structure of composition C3H4NOS at a distorted geometry, from the Open Molecules 2025 dataset.

Each line ends with the Löwdin charge.
Cartesian coordinates (Å):
C1 -1.62920 1.27691 0.14659  0.011
C2 0.78115 0.58406 -0.31051  -0.222
C3 0.41348 -0.72821 0.40344  -0.204
N1 -0.35379 1.42183 -0.19012  0.029
O1 -1.98569 -1.36035 -0.53762  -0.278
S1 -1.42665 -0.53521 0.48880  1.109
H1 1.73483 1.17471 0.11219  0.193
H2 0.99473 0.55531 -1.48392  0.193
H3 0.63246 -1.59503 -0.01354  0.056
H4 0.83868 -0.79401 1.38469  0.112

Calculated values
total charge	+1
DFT total energy	-17534.79625	eV
gap between HOMO and LUMO (spin up / spin down)	7.7 / 7.3	eV
molecular weight	102.14	g mol⁻¹
energy relative to the best compared isomer or geometry (same formula, charge and spin)	418.6	kJ/mol

The following is a quantum chemistry calculation of the ion C3H4NOS with charge +1 at a distorted geometry, from the Open Molecules 2025 dataset.

Each line ends with the Löwdin charge.
Cartesian coordinates (Å):
C1 0.01202 0.32309 -0.08830  0.037
C2 1.10676 1.18453 0.00323  -0.042
C3 0.18437 -1.16738 0.15306  -0.449
N1 2.35476 0.65009 -0.09015  -0.213
O1 3.42120 1.08684 0.05823  0.211
S1 1.94811 -1.49288 -0.00482  0.991
H1 -0.93322 0.71614 -0.21029  0.112
H2 1.00010 2.22401 -0.06299  0.135
H3 -0.34240 -1.64546 0.99187  0.124
H4 -0.11450 -1.62193 -0.80088  0.093

Calculated values
SMILES	O=[N+]1C=CCS1
total charge	+1
DFT total energy	-17536.62411	eV
gap between HOMO and LUMO (spin up / spin down)	7.5 / 7.5	eV
molecular weight	102.14	g mol⁻¹
energy relative to the best compared isomer or geometry (same formula, charge and spin)	242.3	kJ/mol

The following is a quantum chemistry calculation of a structure of composition C3H4NS at a distorted geometry, from the Open Molecules 2025 dataset.

Each line ends with the Löwdin charge.
Cartesian coordinates (Å):
C1 1.02546 1.01637 -0.50128  -0.399
C2 -0.09895 0.24520 0.89521  -0.086
C3 -0.33845 -0.62664 -0.61539  -0.247
N1 0.74333 1.40797 0.57759  0.149
S1 0.97069 0.06053 -1.83217  1.102
H1 -1.23692 0.38119 1.15208  0.180
H2 0.46820 -0.36686 1.53213  0.104
H3 -0.11265 -1.63983 -0.30175  0.082
H4 -1.42070 -0.47793 -0.90642  0.115

Calculated values
total charge	+1
DFT total energy	-15489.50773	eV
gap between HOMO and LUMO	9.3	eV
molecular weight	86.14	g mol⁻¹
energy relative to the best compared isomer or geometry (same formula, charge and spin)	311.4	kJ/mol

What is the formula in the first record? C3H4NO3

Repeat the fourth record exactly.
The following is a quantum chemistry calculation of a structure of composition C3H4NS at a distorted geometry, from the Open Molecules 2025 dataset.

Each line ends with the Löwdin charge.
Cartesian coordinates (Å):
C1 1.02546 1.01637 -0.50128  -0.399
C2 -0.09895 0.24520 0.89521  -0.086
C3 -0.33845 -0.62664 -0.61539  -0.247
N1 0.74333 1.40797 0.57759  0.149
S1 0.97069 0.06053 -1.83217  1.102
H1 -1.23692 0.38119 1.15208  0.180
H2 0.46820 -0.36686 1.53213  0.104
H3 -0.11265 -1.63983 -0.30175  0.082
H4 -1.42070 -0.47793 -0.90642  0.115

Calculated values
total charge	+1
DFT total energy	-15489.50773	eV
gap between HOMO and LUMO	9.3	eV
molecular weight	86.14	g mol⁻¹
energy relative to the best compared isomer or geometry (same formula, charge and spin)	311.4	kJ/mol

Which of these has the lowest molecular weight? C3H4NS